(i)
Density functional theory data (ωB97M-V/def2-TZVPD) for C7H10O as an isolated structure.

Values from the calculation:
HOMO, eV: -8.46
Lowest unoccupied orbital energy, eV: 1.13
Charge: 0

```
18
C7H10O ωB97M-V/def2-TZVPD
C -0.682 -0.299 -1.621
C 0.351 -1.311 -1.081
C 0.488 -1.062 0.568
C 0.255 0.355 1.619
C 0.237 1.812 1.008
C -0.504 0.646 -0.387
C -0.692 -0.245 0.899
H -1.675 -0.712 -1.959
H -0.514 0.094 -2.533
H 1.281 -1.255 -1.807
H 0.028 -2.378 -1.300
H 0.660 -1.870 1.190
H 1.028 0.071 2.497
H 0.383 2.566 2.032
H 1.216 1.835 0.175
H 0.683 0.629 -0.410
H -1.692 -0.713 0.947
O -0.850 1.837 0.163
```


(ii)
Density functional theory data (ωB97M-V/def2-TZVPD) for C7H10O as an isolated structure.

Values from the calculation:
HOMO, eV: -8.96
Lowest unoccupied orbital energy, eV: 0.90
Charge: 0

```
18
C7H10O ωB97M-V/def2-TZVPD
C 2.077 -0.540 0.175
C 0.638 -0.418 -0.082
C -0.190 -1.060 -0.811
C -1.444 -0.375 -0.608
C -1.457 -0.243 0.957
C -0.296 0.641 0.568
C -1.024 1.212 -0.717
H 2.309 1.409 0.211
H 2.128 -0.648 1.284
H 2.478 -1.441 -0.175
H -0.029 -2.064 -1.129
H -2.307 -0.579 -1.359
H -1.226 -1.225 1.512
H -2.303 0.216 1.305
H 0.213 1.289 1.270
H -1.925 1.846 -0.539
H -0.336 1.355 -1.543
O 2.694 0.624 -0.318
```


(ii) is the most stable structure; the next one sits 5.079 eV above it.


(i)
Density functional theory data (ωB97M-V/def2-TZVPD) for a 3-piece molecular cluster, C2H8NO2P overall.

Values from the calculation:
HOMO, eV: -9.81
Lowest unoccupied orbital energy, eV: 0.40
Charge: 0

```
14
C2H8NO2P ωB97M-V/def2-TZVPD
H -2.188 -0.048 -0.294
N -1.588 -0.347 0.391
P -0.108 -0.471 -0.170
O 0.656 -1.318 1.009
C -0.149 -1.798 2.102
H -1.200 -2.068 1.764
H -0.332 -1.052 2.826
H 0.438 -2.516 2.542
H -1.009 4.260 3.775
H -1.058 3.987 3.054
C -0.092 -0.340 -4.755
O -0.864 0.087 -3.962
H 0.720 0.388 -5.425
H 0.003 -1.412 -5.017
```


(ii)
Density functional theory data (ωB97M-V/def2-TZVPD) for a 2-piece molecular cluster, C2H8NO2P overall.

Values from the calculation:
HOMO, eV: -9.25
Lowest unoccupied orbital energy, eV: 0.54
Charge: 0

```
14
C2H8NO2P ωB97M-V/def2-TZVPD
C 1.657 -1.025 -0.870
N 0.619 -0.650 0.104
C 0.929 0.206 1.212
P -0.972 -0.989 -0.310
O -1.711 -0.933 0.956
H 2.203 -0.200 -1.305
H 2.355 -1.875 -0.476
H 0.915 -1.522 -1.526
H 1.443 -0.450 1.895
H 1.533 1.061 0.898
H 0.059 0.521 1.864
O -2.729 1.783 -0.602
H -2.564 2.348 -1.335
H -3.736 1.724 -0.506
```


(ii) is the most stable structure; the next one sits 2.396 eV above it.


(i)
Density functional theory data (ωB97M-V/def2-TZVPD) for a 2-piece molecular cluster, CH5NO2 overall.

Values from the calculation:
HOMO, eV: -9.52
Lowest unoccupied orbital energy, eV: 0.39
Charge: 0

```
9
CH5NO2 ωB97M-V/def2-TZVPD
N 0.000 0.000 0.000
C 1.152 0.310 0.544
O 1.884 -0.502 1.098
H -0.409 -0.938 -0.008
H -0.504 0.781 -0.428
H 1.416 1.395 0.519
O -0.455 2.178 -2.089
H 0.170 2.850 -2.444
H -1.318 2.647 -2.033
```


(ii)
Density functional theory data (ωB97M-V/def2-TZVPD) for CH5NO2 in the gas phase.

Values from the calculation:
HOMO, eV: -9.12
Lowest unoccupied orbital energy, eV: 0.89
Charge: 0

```
9
CH5NO2 ωB97M-V/def2-TZVPD
N 1.317 -0.367 0.506
O 0.392 -0.821 -0.419
C -0.992 -0.208 -0.244
O -1.101 1.062 -0.844
H 2.110 -0.984 0.878
H 1.877 0.487 0.114
H -1.199 -0.037 0.884
H -1.579 -0.872 -0.714
H -0.826 1.739 -0.161
```


(i) is the most stable structure; the next one sits 3.103 eV above it.


(i)
Density functional theory data (ωB97M-V/def2-TZVPD) for a 2-piece molecular cluster, C3H13N3O overall.

Values from the calculation:
HOMO, eV: -9.04
Lowest unoccupied orbital energy, eV: 0.95
Charge: 0

```
20
C3H13N3O ωB97M-V/def2-TZVPD
N -0.086 2.385 0.269
C -0.503 1.216 1.017
C 0.533 0.142 1.252
N 0.654 -0.712 0.041
C 0.012 -2.035 0.087
N -1.247 -2.031 -0.651
H 0.507 2.223 -0.535
H 0.388 3.074 0.828
H -1.529 0.889 0.814
H -0.680 1.631 2.029
H 1.494 0.549 1.586
H 0.210 -0.515 2.070
H 1.609 -0.809 -0.277
H -0.086 -2.404 1.113
H 0.676 -2.807 -0.298
H -1.761 -1.195 -0.393
H -1.071 -1.913 -1.642
O 0.608 0.607 -2.651
H 0.066 1.375 -2.857
H 0.208 0.329 -1.802
```


(ii)
Density functional theory data (ωB97M-V/def2-TZVPD) for a 2-piece molecular cluster, C3H13N3O overall.

Values from the calculation:
HOMO, eV: -9.18
Lowest unoccupied orbital energy, eV: 0.91
Charge: 0

```
20
C3H13N3O ωB97M-V/def2-TZVPD
N -2.419 -0.126 -1.089
C -1.356 -1.069 -1.370
C -0.536 -1.375 -0.131
N 0.076 -0.152 0.391
C 1.163 -0.444 1.328
N 1.730 0.706 1.977
H -2.642 0.469 -1.879
H -3.278 -0.592 -0.834
H -0.678 -0.696 -2.137
H -1.717 -2.031 -1.784
H -1.146 -1.845 0.653
H 0.262 -2.046 -0.426
H -0.610 0.404 0.889
H 1.957 -0.983 0.808
H 0.798 -1.151 2.082
H 1.984 1.397 1.276
H 1.023 1.178 2.539
O 1.429 2.008 -0.837
H 0.707 1.410 -0.541
H 1.061 2.673 -1.424
```


(ii) is the most stable structure; the next one sits 0.549 eV above it.


(i)
Density functional theory data (ωB97M-V/def2-TZVPD) for a 2-piece molecular cluster, C12H12 overall.

Values from the calculation:
HOMO, eV: -9.21
Lowest unoccupied orbital energy, eV: 0.93
Charge: 0

```
24
C12H12 ωB97M-V/def2-TZVPD
C 3.867 1.137 0.088
C 2.534 1.103 0.521
C 1.714 -0.028 0.379
C 2.170 -1.204 -0.044
C 3.504 -1.228 -0.431
C 4.301 -0.098 -0.394
H 4.549 2.020 0.135
H 2.055 2.093 0.790
H 0.569 0.194 0.540
H 1.475 -1.989 -0.156
H 3.762 -2.224 -0.774
H 5.381 -0.117 -0.690
C -3.893 -0.950 -0.116
C -4.252 0.286 -0.394
C -3.234 1.320 -0.432
C -2.057 1.037 0.055
C -1.785 -0.224 0.671
C -2.688 -1.270 0.559
H -4.567 -1.706 -0.481
H -5.239 0.532 -0.782
H -3.688 2.248 -0.698
H -1.296 1.912 0.031
H -0.718 -0.649 0.680
H -2.463 -2.191 0.940
```


(ii)
Density functional theory data (ωB97M-V/def2-TZVPD) for C12H12 as an isolated structure.

Values from the calculation:
HOMO, eV: -7.97
Lowest unoccupied orbital energy, eV: 0.54
Charge: 0

```
24
C12H12 ωB97M-V/def2-TZVPD
C 0.576 3.718 -0.536
C 0.346 2.336 -0.276
C -0.590 1.830 0.780
C -0.735 0.590 1.169
C -0.233 -0.422 0.420
C -0.483 -1.764 0.599
C -1.121 -2.468 1.655
C -0.292 -2.784 -0.390
C 0.704 -2.513 -1.421
C 1.263 -1.184 -1.396
C 0.667 -0.040 -0.628
C 0.841 1.357 -0.947
H -0.313 4.110 -1.053
H 1.143 4.132 0.401
H 1.198 3.713 -1.504
H -1.075 2.707 1.244
H -1.663 0.526 1.702
H -0.843 -3.713 2.246
H -0.837 -1.740 2.587
H -2.186 -2.284 1.657
H -0.469 -3.751 -0.388
H 0.989 -3.446 -1.887
H 2.078 -0.627 -1.990
H 1.036 1.717 -2.043
```


(i) is the most stable structure; the next one sits 3.166 eV above it.


(i)
Density functional theory data (ωB97M-V/def2-TZVPD) for a 2-piece molecular cluster, C6H10IN3 overall.

Values from the calculation:
HOMO (spin up / spin down), eV: -7.63 / -7.63
Lowest unoccupied orbital energy (spin up / spin down), eV: -3.19 / -3.19
Charge: 0

```
20
C6H10IN3 ωB97M-V/def2-TZVPD
C -1.405 -0.948 -2.542
C -0.655 -0.201 -0.651
C 2.083 0.392 0.697
C 0.271 -1.016 2.019
C -0.143 0.809 0.190
C 0.742 0.436 1.388
N -0.872 -1.979 -1.909
N -0.373 -1.594 -0.779
N -1.216 0.200 -1.869
I -2.371 3.392 -1.406
H -1.875 -0.977 -3.521
H 2.169 -0.444 0.070
H 2.827 0.295 1.477
H 2.186 1.269 0.067
H 0.294 -0.823 3.160
H 0.856 -1.769 1.595
H -0.711 -1.147 1.655
H -0.666 1.841 0.075
H 0.693 1.231 2.147
H -1.836 1.033 -1.862
```


(ii)
Density functional theory data (ωB97M-V/def2-TZVPD) for a 2-piece molecular cluster, C6H10IN3 overall.

Values from the calculation:
HOMO (spin up / spin down), eV: -7.84 / -9.26
Lowest unoccupied orbital energy (spin up / spin down), eV: -0.95 / -0.08
Charge: 0

```
20
C6H10IN3 ωB97M-V/def2-TZVPD
C -1.415 -0.140 2.319
C -0.638 -0.472 1.189
C -1.273 0.206 -1.624
C 2.435 0.674 -0.605
C 0.162 0.335 -1.941
C 0.987 0.881 -0.772
N -1.478 -1.204 3.105
N -0.154 -1.681 1.424
N -0.811 -2.137 2.498
I 0.253 2.655 0.013
H -1.976 0.691 2.662
H -1.511 -0.258 -0.641
H -1.837 -0.232 -2.365
H -1.739 1.258 -1.398
H 2.877 1.661 -0.709
H 2.793 0.266 0.328
H 3.010 0.122 -1.388
H 0.268 0.908 -2.846
H 0.593 -0.563 -2.228
H -0.545 -2.970 2.979
```


(i) is the most stable structure; the next one sits 2.669 eV above it.